(1)
{
  "formula": "C37H41Cl3GeN2NaO2Se2SiTe",
  "method": "ωB97M-V with the def2-TZVPD basis set",
  "symbols": ["Na", "C", "Se", "C", "C", "Se", "C", "H", "H", "H", "H", "H", "H", "H", "H", "H", "H", "O", "N", "N", "O", "C", "C", "C", "C", "C", "C", "H", "H", "H", "H", "H", "C", "C", "C", "C", "C", "C", "Ge", "C", "C", "C", "C", "C", "C", "C", "C", "C", "C", "C", "C", "H", "H", "H", "H", "H", "H", "H", "H", "H", "H", "H", "H", "H", "H", "H", "C", "C", "C", "C", "C", "C", "Te", "C", "C", "C", "H", "H", "H", "H", "H", "H", "H", "H", "H", "H", "H", "Cl", "Si", "Cl", "Cl"],
  "positions_angstrom": [[-0.3750, -0.2589, 0.5475], [-3.6482, 2.5232, -1.1995], [-2.3825, 1.2024, -1.8272], [-1.2157, 2.4537, -2.7704], [-0.3450, 1.7302, -3.7798], [0.7780, 0.3890, -2.8972], [0.7983, -0.9114, -4.3405], [-4.2843, 1.9975, -0.4900], [-4.2501, 2.9141, -2.0181], [-3.1229, 3.3231, -0.6805], [-0.6141, 2.9879, -2.0323], [-1.8544, 3.1776, -3.2806], [0.2885, 2.4487, -4.3047], [-0.9675, 1.2117, -4.5105], [1.2590, -0.5046, -5.2396], [-0.2111, -1.2600, -4.5558], [1.3895, -1.7536, -3.9846], [-0.4330, -2.9933, 0.7766], [0.8854, -3.3428, 0.9904], [1.6460, -2.4092, 0.4043], [1.1011, -1.5362, -0.4407], [2.9995, -2.3954, 0.6114], [3.7782, -1.3774, 0.0295], [5.1339, -1.3271, 0.2804], [5.7551, -2.2758, 1.0917], [4.9815, -3.2855, 1.6558], [3.6189, -3.3589, 1.4318], [3.2844, -0.6332, -0.5809], [5.7102, -0.5187, -0.1545], [6.8181, -2.2190, 1.2903], [5.4473, -4.0317, 2.2902], [3.0260, -4.1388, 1.8862], [2.7548, 2.0383, 5.1389], [1.9999, 3.1548, 4.8045], [1.5079, 3.3062, 3.5127], [1.7471, 2.3513, 2.5238], [2.4995, 1.2317, 2.8867], [3.0055, 1.0737, 4.1709], [1.0769, 2.4411, 0.6340], [-0.0815, 4.0741, 0.7405], [0.2123, 5.3249, 0.1971], [-0.6893, 6.3828, 0.2687], [-1.9113, 6.2181, 0.9058], [-2.2247, 4.9817, 1.4606], [-1.3258, 3.9273, 1.3642], [2.7156, 3.2211, -0.2259], [2.6829, 3.5251, -1.5890], [3.7889, 4.0314, -2.2603], [4.9817, 4.2354, -1.5781], [5.0438, 3.9320, -0.2244], [3.9253, 3.4376, 0.4368], [3.1357, 1.9141, 6.1463], [1.7912, 3.9123, 5.5528], [0.9222, 4.1876, 3.2720], [2.7038, 0.4575, 2.1502], [3.5827, 0.1882, 4.4127], [1.1688, 5.4834, -0.2912], [-0.4289, 7.3419, -0.1678], [-2.6153, 7.0404, 0.9670], [-3.1759, 4.8294, 1.9587], [-1.6102, 2.9625, 1.7778], [1.7703, 3.3535, -2.1534], [3.7213, 4.2515, -3.3205], [5.8520, 4.6198, -2.0980], [5.9681, 4.0831, 0.3236], [3.9989, 3.2151, 1.4959], [-5.8145, -7.1205, -0.4099], [-4.6717, -6.1570, -0.5812], [-3.4787, -6.3276, 0.1006], [-2.4170, -5.4316, -0.0268], [-1.1504, -5.6916, 0.7359], [-2.5656, -4.3145, -0.8518], [-0.9904, -2.9058, -1.1422], [-3.7601, -4.1355, -1.5705], [-3.9739, -2.9735, -2.5027], [-4.7872, -5.0605, -1.4271], [-5.5752, -7.8848, 0.3307], [-6.0580, -7.6262, -1.3480], [-6.7166, -6.6036, -0.0756], [-3.3638, -7.1776, 0.7671], [-1.1715, -6.6870, 1.1813], [-0.9962, -4.9496, 1.5187], [-0.2760, -5.6138, 0.0826], [-3.7812, -2.0219, -2.0055], [-5.0035, -2.9575, -2.8619], [-3.3190, -3.0192, -3.3780], [-5.7130, -4.9003, -1.9717], [-2.6279, -0.0585, 2.0337], [-4.7228, -0.5847, 1.2266], [-5.8181, 0.2907, 2.8880], [-4.7366, -2.6443, 1.8951]],
  "lumo_energy_ev": [3.640, 3.637],
  "total_charge": -2,
  "e_above_lowest_kj_mol": 0.0,
  "multiplicity": 2,
  "fmax_ev_per_a": 0.5,
  "e_tot_ha": -10674.764342
}

---

(2)
{
  "formula": "C37H41FeN3O10PS5",
  "method": "ωB97M-V with the def2-TZVPD basis set",
  "symbols": ["Fe", "C", "C", "C", "C", "C", "C", "C", "S", "O", "O", "N", "C", "C", "O", "O", "H", "H", "H", "H", "H", "H", "H", "H", "H", "C", "O", "C", "C", "C", "C", "C", "C", "N", "C", "C", "C", "C", "C", "C", "C", "O", "H", "H", "H", "H", "H", "H", "H", "H", "H", "H", "H", "H", "H", "O", "C", "O", "C", "C", "C", "C", "S", "C", "C", "H", "H", "H", "H", "H", "C", "C", "C", "O", "P", "S", "S", "O", "C", "C", "C", "H", "H", "H", "H", "H", "H", "H", "H", "H", "H", "H", "H", "H", "H", "S", "C", "N"],
  "positions_angstrom": [[0.2760, 0.3880, 1.0066], [5.8277, -4.0289, 1.2437], [5.1536, -2.7210, 1.5790], [5.3805, -1.5845, 0.8169], [4.7525, -0.3807, 1.1186], [3.8791, -0.3208, 2.1876], [3.6337, -1.4503, 2.9643], [4.2724, -2.6381, 2.6589], [3.0622, 1.2029, 2.5753], [3.4086, 2.1259, 1.5327], [3.4405, 1.5270, 3.9341], [1.5092, 0.8280, 2.5010], [0.8325, 0.4923, 3.7757], [-0.6453, 0.8223, 3.6664], [-1.3255, 0.8827, 4.6965], [-1.0930, 0.9193, 2.4570], [6.3785, -3.9528, 0.3048], [5.0945, -4.8335, 1.1392], [6.5313, -4.3259, 2.0271], [6.0237, -1.6367, -0.0547], [4.8993, 0.4948, 0.5002], [2.9360, -1.3981, 3.7907], [4.0769, -3.5232, 3.2588], [1.2812, 0.9632, 4.6401], [0.8499, -0.5966, 3.9254], [-3.9219, 0.3217, 0.8395], [-3.6717, -0.6664, 1.8473], [-4.6812, -1.3715, 2.3456], [-5.9866, -1.3629, 1.8608], [-6.9859, -2.0527, 2.5365], [-6.7026, -2.7387, 3.7065], [-5.3916, -2.7742, 4.1730], [-4.3831, -2.1340, 3.4858], [-3.0436, -2.1353, 3.9773], [-1.9282, -2.1823, 3.2545], [-1.7283, -2.8432, 2.0665], [-2.6129, -3.8293, 1.5041], [-2.2921, -4.4376, 0.3487], [-1.0695, -4.0828, -0.3428], [-0.2113, -3.1585, 0.1272], [-0.5105, -2.4735, 1.3652], [0.1787, -1.5230, 1.7970], [-2.9994, 0.8848, 0.7544], [-4.7321, 0.9828, 1.1511], [-4.1544, -0.1511, -0.1158], [-6.2192, -0.7992, 0.9686], [-7.9966, -2.0357, 2.1462], [-7.4843, -3.2528, 4.2498], [-5.1448, -3.3157, 5.0802], [-2.9272, -1.9023, 4.9504], [-1.0841, -1.6458, 3.6789], [-3.5257, -4.0995, 2.0230], [-2.9550, -5.1830, -0.0705], [-0.8397, -4.5683, -1.2853], [0.6833, -2.8620, -0.4105], [-4.6599, 4.2549, -4.6042], [-3.5207, 4.9431, -4.2862], [-3.2643, 5.9250, -4.9379], [-2.7191, 4.4169, -3.1652], [-2.9960, 3.2172, -2.4997], [-2.2103, 2.7666, -1.4636], [-1.0717, 3.4814, -1.0257], [-0.0503, 2.9669, 0.2583], [-0.8116, 4.7015, -1.6995], [-1.6073, 5.1475, -2.7327], [-4.7450, 3.5110, -3.9972], [-3.8371, 2.5854, -2.7803], [-2.4563, 1.8451, -0.9699], [0.0494, 5.2813, -1.3835], [-1.3844, 6.0801, -3.2386], [4.9729, 2.9732, -3.1362], [4.2951, 2.5955, -1.8318], [2.9131, 3.1963, -1.6826], [4.3366, 1.1468, -1.7089], [3.3117, 0.0178, -2.1502], [4.3060, -1.6290, -2.5273], [1.8549, -0.2534, -0.7970], [2.6894, 0.6928, -3.4604], [1.4804, 0.3274, -4.1925], [1.2228, -1.1710, -4.2445], [0.3006, 1.1047, -3.6474], [5.0732, 4.0611, -3.1997], [4.3710, 2.6230, -3.9774], [5.9630, 2.5182, -3.2044], [4.9053, 2.9217, -0.9908], [2.2739, 2.9372, -2.5251], [3.0080, 4.2860, -1.6410], [2.4288, 2.8646, -0.7672], [1.7036, 0.6704, -5.2030], [0.9626, -1.5575, -3.2580], [2.1002, -1.7098, -4.6049], [0.3787, -1.3508, -4.9167], [0.1233, 0.8438, -2.6031], [-0.6001, 0.8663, -4.2225], [0.4714, 2.1822, -3.7020], [-2.7277, -1.2537, -2.2688], [-1.7991, -0.6644, -1.0693], [-1.1493, -0.2266, -0.2010]],
  "lumo_energy_ev": [3.350, 3.246],
  "total_charge": -2,
  "e_above_lowest_kj_mol": 0.0,
  "multiplicity": 6,
  "fmax_ev_per_a": 1.7,
  "e_tot_ha": -5947.475561
}